[1]
Computed, not measured: a structure of composition C23H47F6HfO29S4, with ωB97M-V/def2-TZVPD.

```
110
Properties=species:S:1:pos:R:3:forces:R:3
Hf -0.9414 -7.0197 -1.0503 0.271 0.253 0.351
C 3.5931 -3.5117 -5.5141 -1.991 -0.631 -0.531
F 3.9615 -3.0885 -6.7156 0.210 -0.127 0.427
F 4.3710 -4.4804 -5.0702 0.204 -0.123 -0.255
F 3.6004 -2.5296 -4.6438 0.190 0.739 0.343
S 1.7751 -4.1685 -5.6542 0.234 -2.047 -0.736
O 1.5087 -4.7630 -4.2996 0.042 1.415 -1.741
O 0.9242 -3.1153 -6.1979 0.602 -0.117 1.462
O 1.8375 -5.2395 -6.6829 0.310 0.820 1.404
C -1.2076 -6.7766 5.8327 0.264 -0.364 1.254
F -1.8074 -6.9764 7.0332 0.752 -0.232 -1.185
F -1.9901 -5.9175 5.1719 0.810 0.050 -0.057
F 0.0433 -6.2404 6.1071 -1.920 -0.679 -0.942
S -1.1069 -8.3974 4.7869 0.356 -0.430 0.300
O -0.0506 -9.2269 5.3029 0.420 0.512 0.497
O -2.3914 -9.0218 4.8554 -0.791 0.472 0.192
O -0.7679 -7.9490 3.4391 0.179 0.844 -0.648
C 2.3063 -1.3940 1.4010 -0.052 -0.059 -0.243
C 0.8090 -1.6046 1.2251 1.621 -3.652 -1.925
C 0.1838 -0.4921 0.4120 -1.387 1.864 -1.914
O 0.4351 -2.8859 0.8309 0.355 3.449 1.318
H 2.8620 -1.6591 0.5016 -0.297 -0.320 -0.240
H 2.7054 -2.0203 2.1989 0.021 0.363 0.166
H 2.4999 -0.3253 1.4924 0.086 -0.116 0.669
H 0.3058 -1.3351 2.1537 -0.985 -0.274 1.164
H -0.8832 -0.4435 0.1943 -0.143 -0.842 0.446
H 0.6423 -0.5586 -0.5746 0.299 -0.118 -0.111
H 0.3724 0.5149 0.7840 0.500 -0.330 0.515
O -9.0444 1.3504 -0.6408 0.314 -0.866 -1.700
S -8.5784 0.8970 -1.9353 -0.020 0.059 -1.321
O -7.5091 -0.1292 -2.0206 -2.287 2.077 -0.159
O -9.9307 0.4533 -2.8550 2.256 -0.044 2.865
C -9.7336 -0.1239 -4.1426 -1.249 0.619 -0.819
C -10.8659 -1.1049 -4.3741 -0.150 -0.351 -0.711
C -8.1603 2.4353 -2.9172 0.373 -0.431 1.034
H -8.7867 -0.6128 -4.3713 0.235 0.192 0.743
H -9.8594 0.7602 -4.7677 0.245 -0.297 -0.750
H -10.9337 -1.8307 -3.5637 0.082 -0.016 -0.104
H -10.6835 -1.6088 -5.3232 0.333 -0.392 0.074
H -11.8569 -0.6950 -4.5690 0.111 0.558 0.589
H -7.3668 2.9103 -2.3404 0.174 -0.142 -0.064
H -8.9886 3.1436 -2.8980 -0.293 -0.505 0.111
H -7.8270 2.2738 -3.9423 -0.092 -0.471 0.200
O -5.7589 7.6408 0.6382 0.503 -0.147 -0.054
S -4.7651 8.4313 1.3084 -0.543 0.921 0.129
O -5.2526 9.7132 1.8421 2.062 -2.631 -0.457
O -4.0722 7.4799 2.4720 -1.079 2.602 -0.749
C -3.6897 6.2075 2.0491 0.842 -1.970 0.688
C -3.8008 5.2989 3.2643 -0.515 -0.155 -0.361
C -3.3017 8.6149 0.2083 -0.786 0.927 0.086
H -2.6332 6.1302 1.7922 0.217 0.750 -0.449
H -4.2623 5.8119 1.2102 -0.294 0.288 0.098
H -3.1502 5.6170 4.0789 -0.039 0.073 -0.105
H -3.5067 4.3025 2.9346 -0.031 -0.155 0.218
H -4.8360 5.2813 3.6048 0.070 -0.131 0.138
H -2.4445 8.9384 0.7988 -0.105 -0.220 0.018
H -3.5596 9.4168 -0.4835 -0.122 0.174 0.168
H -3.1051 7.7598 -0.4385 -0.177 -0.322 0.621
O 4.3110 -6.7847 4.1889 -0.081 0.067 -0.369
H 4.9971 -6.3089 4.6570 0.224 0.090 0.101
H 3.7410 -7.1243 4.8787 -0.198 -0.170 0.189
O -4.3461 -1.4167 4.8268 -0.044 0.191 -0.052
H -3.3914 -1.4453 4.7632 0.219 0.026 0.092
H -4.6335 -2.2726 4.5088 -0.179 -0.229 -0.019
O 2.8676 -7.4056 0.1386 -0.594 0.137 -0.258
H 3.1623 -7.2223 1.0307 0.075 0.063 0.421
H 3.5677 -7.9367 -0.2411 0.185 -0.175 -0.173
O -3.2440 -4.0712 -2.4205 0.406 -0.507 0.207
H -3.7237 -4.2145 -3.2363 -0.145 -0.035 -0.288
H -3.5456 -3.2169 -2.1116 -0.082 0.254 0.176
C 9.0035 -4.6536 0.8780 -2.687 -0.336 0.593
C 8.9873 -4.1340 -0.5374 0.950 -0.109 1.296
O 10.2583 -3.5592 -0.4511 1.810 1.697 -2.411
C 11.0586 -4.1391 0.4442 3.468 1.694 -0.487
O 12.2499 -3.9359 0.5475 -1.907 -0.432 -0.320
O 10.3407 -4.8660 1.2394 -0.913 -1.934 1.096
H 8.4028 -5.5621 0.9199 0.232 -0.033 0.705
H 8.6250 -3.8506 1.5106 -0.287 -0.295 0.356
H 8.3167 -3.2864 -0.6786 -0.383 -0.638 -0.382
H 8.9778 -4.9618 -1.2465 -0.263 0.389 -0.457
C 4.7026 1.9497 6.4197 0.830 -0.208 -0.874
C 3.5565 1.2315 6.9750 -0.627 -3.853 1.432
O 2.5611 2.1433 7.3242 -0.577 -1.186 0.531
C 2.8515 3.2911 6.7981 1.283 2.004 -0.771
O 2.1724 4.2649 6.8677 0.670 -0.243 -0.512
O 4.1280 3.1966 6.1738 -1.186 1.928 0.202
H 5.0067 1.4814 5.4836 0.028 0.214 -0.205
H 5.6002 1.9372 7.0379 -0.168 0.668 0.345
H 3.7801 0.6191 7.8485 0.198 0.326 0.308
H 3.1769 0.4648 6.2996 -0.433 0.341 -0.456
C -1.8890 2.4619 -5.4279 0.090 -0.828 -2.063
C -1.2153 2.8660 -6.7622 -1.651 0.399 1.116
O -0.7644 4.2174 -6.3932 0.188 -1.081 -1.972
C -0.6609 4.3170 -5.0686 1.110 1.243 0.112
O -0.1365 5.2378 -4.4935 -0.852 -1.258 -0.437
O -1.1824 3.2253 -4.5145 0.001 -0.296 2.418
H -1.7199 1.3885 -5.3429 -0.049 0.082 0.788
H -2.9592 2.6670 -5.3997 0.027 0.189 0.108
H -1.9676 2.8674 -7.5510 0.268 0.656 -0.117
H -0.4946 2.0933 -7.0299 0.885 0.872 0.059
C 5.3474 5.6109 -1.5098 0.544 0.321 -0.251
C 4.7240 4.4291 -0.8337 -0.355 0.370 0.806
O 5.2184 3.3050 -1.5548 -1.232 -0.254 1.173
C 6.3100 3.6794 -2.2063 1.423 -2.858 -2.677
O 7.0199 2.8835 -2.8025 -0.990 1.597 1.362
O 6.4149 4.9788 -2.2553 0.240 2.220 0.057
H 5.7770 6.3388 -0.8215 0.093 -0.155 -0.050
H 4.6174 6.1388 -2.1235 0.433 -0.141 -0.601
H 3.6410 4.5423 -0.8828 0.039 -0.667 0.082
H 5.0742 4.4024 0.1981 -0.229 -0.428 0.108
```
Positions in Å, forces in eV/Å.

HOMO energy = -0.43003 hartree
Charge = +1
Multiplicity = 1
Molecular weight = 1208.35 g/mol
LUMO energy = -9.689 eV
Energy = -144912.7366 eV

Atomic partial charges in e from the Mulliken method, atoms 1 to 99: 1.507 0.648 -0.187 -0.195 -0.201 1.056 -0.563 -0.499 -0.507 0.619 -0.204 -0.207 -0.212 1.112 -0.510 -0.520 -0.551 -1.136 0.769 -1.235 -0.299 0.336 0.326 0.383 0.189 0.362 0.325 0.384 -0.549 1.090 -0.596 -0.282 -0.162 -1.238 -0.937 0.337 0.296 0.308 0.383 0.320 0.372 0.330 0.327 -0.588 1.127 -0.588 -0.288 -0.169 -1.327 -0.949 0.277 0.430 0.310 0.376 0.340 0.337 0.380 0.332 -0.632 0.320 0.322 -0.611 0.296 0.317 -0.648 0.324 0.318 -0.635 0.327 0.312 -0.393 -0.239 -0.338 0.707 -0.552 -0.303 0.312 0.277 0.252 0.277 -0.130 -0.339 -0.324 0.666 -0.497 -0.348 0.221 0.244 0.292 0.214 -0.303 -0.293 -0.323 0.682 -0.548 -0.312 0.283 0.259 0.302



[2]
Computed, not measured: a cluster of 2 separate species, C5H12N2O2 in total, with ωB97M-V/def2-TZVPD.

```
21
Properties=species:S:1:pos:R:3:forces:R:3
C 1.7532 -0.1856 0.4366 0.214 0.167 0.154
C 2.7489 0.0386 -0.6927 -0.109 -0.084 0.156
C 0.7194 -1.2093 0.1085 0.137 -0.001 -0.020
O 0.0697 -1.8208 0.9284 0.170 -0.222 0.052
H 0.5840 -1.4030 -0.9709 -0.109 -0.098 -0.077
H 1.2039 0.7466 0.6394 0.089 -0.181 0.024
H 2.2565 -0.4702 1.3630 -0.086 -0.052 0.026
H 2.2295 0.3354 -1.6009 0.004 0.048 -0.158
H 3.3134 -0.8686 -0.8985 0.101 -0.044 -0.098
H 3.4507 0.8248 -0.4267 0.064 0.051 -0.044
C -1.9550 -0.0127 -0.2682 0.153 0.304 -0.065
N -2.2982 -0.4002 1.0349 -0.161 -0.133 -0.082
N -0.5971 1.8259 0.5116 -0.207 0.300 0.159
C -1.1692 1.0421 -0.5092 -0.209 -0.297 -0.101
O -2.4710 -0.7238 -1.3278 -0.165 -0.022 0.112
H -2.6724 -1.6234 -1.0424 0.174 0.081 0.000
H -1.5098 -0.8232 1.5247 -0.066 -0.013 -0.105
H -3.0714 -1.0559 1.0418 0.024 0.182 0.090
H -0.5936 2.8119 0.2807 -0.073 -0.077 0.106
H -1.0815 1.6665 1.3880 -0.006 0.163 0.036
H -0.9100 1.3050 -1.5203 0.061 -0.073 -0.166
```
Positions in Å, forces in eV/Å.

HOMO energy = -0.27669 hartree
SMILES = N/C=C(\N)O.CCC=O
Charge = 0
Multiplicity = 1
ΔE to the lowest compared entry with this formula, charge and spin = 47.5 kcal/mol
Molecular weight = 132.16 g/mol
LUMO energy = 0.873 eV
Energy = -12453.9215 eV

Listed below, in e, are the Mulliken charges computed for each atom: 0.025 -1.310 0.031 -0.611 0.397 0.127 0.343 0.326 0.346 0.359 0.353 -0.614 -0.512 -0.376 -0.531 0.296 0.276 0.238 0.209 0.210 0.420



[3]
Computed, not measured: a structure of composition C54H42AuNOP3SSi, with ωB97M-V/def2-TZVPD.

```
104
Properties=species:S:1:pos:R:3:forces:R:3
Au 0.1884 0.4172 -0.3561 0.358 -0.594 0.561
C -2.9232 4.3261 -3.2184 0.000 0.019 0.003
C -1.6274 3.9285 -3.5290 0.020 -0.022 -0.005
C -0.7880 3.4702 -2.5293 -0.026 -0.018 0.042
C -1.2198 3.4380 -1.1981 -0.013 0.063 0.056
C -2.5310 3.7959 -0.9016 0.052 0.032 -0.006
C -3.3757 4.2393 -1.9127 -0.010 -0.004 -0.001
P -0.0571 2.7335 0.0099 -0.229 0.477 -0.488
C 1.3439 3.8846 0.1809 -0.019 0.023 0.074
C 2.1037 3.7981 1.3508 0.000 0.001 -0.043
C 3.1886 4.6367 1.5460 -0.014 -0.002 0.010
C 3.5302 5.5699 0.5763 -0.033 0.024 0.020
C 2.7841 5.6553 -0.5887 -0.008 -0.001 -0.007
C 1.6954 4.8179 -0.7900 0.011 -0.045 0.008
C -0.8304 2.8400 1.6585 0.015 -0.051 0.104
C -1.3518 4.0635 2.0796 0.024 -0.076 0.005
C -1.9461 4.1819 3.3245 -0.024 -0.002 0.025
C -2.0173 3.0787 4.1652 0.003 0.039 0.015
C -1.4656 1.8713 3.7702 0.140 -0.048 -0.028
C -0.8534 1.7293 2.5213 0.023 0.114 -0.087
Si 0.0024 0.1161 2.0786 -0.004 0.429 -1.028
C -1.1183 -1.3462 2.3135 0.273 -0.058 0.070
C -0.9752 -2.3056 3.3114 0.024 0.034 0.082
C -1.9305 -3.3008 3.4729 0.028 0.024 0.031
C -3.0635 -3.3061 2.6762 -0.030 0.047 -0.033
C -3.2186 -2.3511 1.6783 -0.031 0.011 0.065
C -2.2228 -1.4104 1.4528 -0.187 -0.197 -0.180
P -2.2928 -0.2390 0.0528 -0.159 0.033 0.581
C -3.8065 0.7204 0.4123 0.117 0.170 -0.044
C -4.1001 1.0720 1.7316 0.020 -0.021 -0.027
C -5.2041 1.8561 2.0246 0.003 0.014 0.017
C -6.0310 2.3032 1.0028 0.006 0.002 -0.016
C -5.7441 1.9662 -0.3123 0.002 0.005 0.023
C -4.6363 1.1866 -0.6089 0.009 -0.048 0.011
C -2.6635 -0.9887 -1.5548 0.085 0.050 -0.050
C -2.3637 -0.1932 -2.6619 -0.098 0.057 0.038
C -2.5747 -0.6716 -3.9451 -0.032 -0.006 0.013
C -3.0792 -1.9515 -4.1296 0.019 0.010 0.013
C -3.3776 -2.7430 -3.0296 -0.040 -0.003 0.005
C -3.1711 -2.2673 -1.7437 0.000 -0.004 0.032
C 1.7843 0.2535 2.6696 -0.141 -0.129 0.193
C 2.0069 0.4295 4.0399 -0.061 -0.023 0.016
C 3.2856 0.6096 4.5424 -0.027 -0.002 0.008
C 4.3735 0.5983 3.6802 -0.004 -0.012 -0.045
C 4.1723 0.4169 2.3214 -0.012 -0.006 0.033
C 2.8834 0.2752 1.8053 0.283 -0.051 -0.047
P 2.6075 -0.0116 0.0267 -0.243 0.320 0.825
C 3.3788 1.2846 -0.9832 -0.055 -0.088 -0.109
C 2.8818 1.3809 -2.2869 0.001 0.013 0.031
C 3.4137 2.3010 -3.1773 0.007 0.006 0.018
C 4.4366 3.1446 -2.7675 -0.016 -0.034 -0.020
C 4.9175 3.0695 -1.4688 0.022 -0.003 0.001
C 4.3961 2.1427 -0.5782 -0.053 -0.005 0.026
C 3.5363 -1.5261 -0.3041 -0.238 -0.079 -0.194
C 4.0357 -1.7804 -1.5809 0.040 0.048 0.030
C 4.6330 -2.9980 -1.8622 0.014 -0.017 -0.009
C 4.7270 -3.9730 -0.8791 0.003 0.036 -0.016
C 4.2193 -3.7296 0.3888 -0.011 0.003 0.028
C 3.6173 -2.5153 0.6765 -0.051 0.005 -0.004
H -3.5787 4.6927 -3.9972 -0.011 -0.033 -0.007
H -1.2781 3.9618 -4.5527 0.001 0.009 0.001
H 0.2051 3.1097 -2.7790 0.007 0.028 -0.021
H -2.9114 3.7110 0.1079 -0.012 0.021 -0.002
H -4.3952 4.5107 -1.6717 0.006 0.010 0.007
H 1.8398 3.0825 2.1210 -0.004 -0.001 0.032
H 3.7600 4.5677 2.4629 0.002 0.003 0.001
H 4.3646 6.2400 0.7368 0.020 -0.018 -0.012
H 3.0425 6.3820 -1.3478 -0.002 0.010 0.006
H 1.1172 4.9104 -1.6986 -0.010 0.023 0.002
H -1.2872 4.9274 1.4285 -0.009 0.011 0.007
H -2.3522 5.1337 3.6403 -0.009 0.000 -0.003
H -2.4926 3.1649 5.1337 0.004 0.002 0.006
H -1.5150 1.0202 4.4427 -0.024 0.009 0.020
H -0.1148 -2.2799 3.9709 0.007 -0.021 -0.009
H -1.7961 -4.0600 4.2316 -0.009 0.008 0.012
H -3.8256 -4.0601 2.8215 0.004 -0.006 -0.008
H -4.1164 -2.3423 1.0733 0.005 -0.057 -0.019
H -3.4659 0.7221 2.5348 -0.055 -0.029 0.007
H -5.4256 2.1120 3.0528 0.011 -0.008 0.003
H -6.9016 2.9034 1.2327 0.005 0.009 -0.001
H -6.3887 2.3070 -1.1122 0.001 -0.011 -0.007
H -4.4236 0.9362 -1.6394 -0.030 -0.012 0.003
H -1.9683 0.8091 -2.5180 0.022 -0.016 -0.024
H -2.3425 -0.0485 -4.7990 0.007 0.005 0.005
H -3.2353 -2.3340 -5.1295 -0.007 0.001 -0.002
H -3.7671 -3.7424 -3.1706 0.019 -0.006 0.000
H -3.3727 -2.9138 -0.9021 0.033 -0.014 0.012
H 1.1670 0.4273 4.7273 0.021 0.027 0.019
H 3.4342 0.7455 5.6055 0.002 -0.001 0.001
H 5.3769 0.7168 4.0671 -0.002 -0.001 0.001
H 5.0251 0.3586 1.6572 0.022 -0.001 0.009
H 2.0741 0.7284 -2.6044 0.025 0.000 -0.035
H 3.0302 2.3575 -4.1879 0.005 -0.004 -0.004
H 4.8574 3.8617 -3.4600 -0.007 0.012 0.004
H 5.7053 3.7364 -1.1440 -0.004 -0.001 0.004
H 4.7711 2.1155 0.4345 0.016 -0.005 0.004
H 3.9679 -1.0263 -2.3543 0.006 -0.010 -0.006
H 5.0221 -3.1865 -2.8539 0.005 -0.001 0.005
H 5.1941 -4.9229 -1.1016 -0.011 -0.006 -0.003
H 4.2844 -4.4892 1.1562 -0.006 -0.004 -0.005
H 3.2101 -2.3412 1.6648 -0.003 -0.005 0.004
O 0.0998 -4.1744 -0.7325 0.057 -0.023 -0.026
S 0.5823 -2.9051 -1.2715 -0.342 0.201 0.044
N -0.1664 -1.6796 -0.8776 0.510 -0.551 -0.649
```
Positions in Å, forces in eV/Å.

HOMO energy (spin up / spin down) = -0.33417 / -0.33417 hartree
Charge = +1
Multiplicity = 1
ΔE to the lowest compared entry with this formula, charge and spin = 21.4 kcal/mol
Molecular weight = 1070.98 g/mol
LUMO energy (spin up / spin down) = -3.515 / -3.516 eV
Energy = -110484.2343 eV

Atomic partial charges in e from the Mulliken method, atoms 1 to 99: 2.061 -0.865 -0.889 -0.505 1.428 -0.969 -0.704 1.684 0.675 -0.320 -0.705 -0.741 -0.713 -0.683 -0.175 -0.288 -0.886 -0.822 -0.019 0.182 -0.568 0.423 -0.451 -0.704 -1.029 -0.460 -0.098 1.430 0.702 -0.424 -0.745 -0.733 -0.702 -0.763 0.556 -0.340 -0.766 -0.820 -0.619 -0.847 0.547 -0.546 -0.734 -1.216 -0.313 0.125 1.379 0.568 -0.527 -0.844 -0.770 -0.723 -0.506 0.497 -0.436 -0.802 -0.540 -0.791 -0.479 0.416 0.467 0.193 0.181 0.488 0.132 0.493 0.430 0.470 0.389 0.576 0.445 0.476 0.465 0.533 0.443 0.434 0.631 0.330 0.483 0.409 0.517 0.427 0.384 0.489 0.405 0.441 0.367 0.393 0.461 0.442 0.628 0.585 0.489 0.435 0.479 0.222 0.359 0.440 0.412